No. 1
{"formula": "C4H8N2O", "method": "ωB97M-V/def2-TZVPD", "e_tot_ev": -9302.613, "lumo_energy_ev": 0.893, "species": ["C", "N", "C", "C", "O", "C", "N", "H", "H", "H", "H", "H", "H", "H", "H"], "coordinates": [[-2.07111, 1.18261, 0.33869], [-0.64401, 0.88845, 0.33205], [-0.33650, -0.27070, -0.42178], [2.21152, -0.06650, -0.62107], [2.76128, -0.77459, 0.20372], [0.01713, -1.42759, 0.12621], [0.58140, -2.36349, 0.67610], [-2.40113, 1.29054, -0.70056], [-2.67172, 0.38530, 0.80472], [-2.24370, 2.12977, 0.85663], [-0.27995, 0.80546, 1.27659], [-0.50854, -0.20383, -1.49278], [1.91699, 0.97648, -0.40189], [2.06548, -0.39331, -1.67062], [1.60286, -2.15862, 0.69399]], "forces_ev_per_a": [[-0.2, 0.1, 0.0], [0.0, -0.1, 0.2], [-0.2, -0.3, -0.1], [0.4, -0.1, 0.1], [0.0, 0.4, -0.4], [0.4, -0.1, 0.2], [-0.4, 0.5, -0.3], [0.0, 0.0, 0.2], [0.1, 0.2, -0.1], [0.0, -0.1, -0.1], [-0.1, 0.0, -0.1], [0.0, -0.1, 0.2], [0.1, -0.2, 0.0], [0.1, 0.0, 0.2], [-0.1, -0.2, 0.1]]}

=====

No. 2
{"formula": "C7H10N2O", "method": "ωB97M-V/def2-TZVPD", "e_tot_ev": -12443.771, "lumo_energy_ev": 0.676, "species": ["C", "C", "C", "C", "C", "C", "C", "N", "N", "O", "H", "H", "H", "H", "H", "H", "H", "H", "H", "H"], "coordinates": [[-0.15496, 0.38182, 0.33982], [-0.79529, 1.13586, 1.39082], [1.01482, 1.07267, 0.02512], [-0.63865, -1.31715, -0.83514], [-1.99536, 0.57601, 2.11780], [2.27176, 0.96779, -0.87633], [0.60491, -1.98027, -1.37103], [-0.10791, 2.20866, 1.62470], [-1.90298, -1.28682, -0.87344], [0.91425, 2.21997, 0.79221], [-2.76925, 0.20938, 1.49084], [-1.71253, -0.15943, 2.85616], [-2.40755, 1.38023, 2.76851], [2.01887, 0.62433, -1.84592], [2.63235, 1.99363, -1.06755], [2.97362, 0.33941, -0.40945], [0.33658, -3.05144, -1.33733], [1.64136, -1.64173, -1.04318], [0.66292, -1.66295, -2.47265], [-2.58696, -2.00998, -1.27397]], "forces_ev_per_a": [[2.0, -2.5, -2.9], [-0.3, -2.5, -1.3], [-2.1, 0.3, 0.7], [-1.4, 4.3, 2.7], [0.6, 2.5, 1.7], [-2.4, 2.0, 0.9], [-0.3, 0.5, -1.9], [-1.7, 0.2, 1.2], [0.9, -1.7, -0.3], [2.9, 0.2, -1.3], [-0.4, -0.3, -0.7], [0.3, -0.6, -0.1], [0.0, -0.3, -0.6], [-0.4, -0.7, -0.9], [0.2, -0.5, 0.5], [1.2, -0.6, 0.5], [1.0, 0.2, 0.0], [-1.8, -0.8, 0.5], [-0.4, -0.7, 1.2], [2.0, 0.9, 0.2]]}

=====

No. 3
{"formula": "C4H9BrClNS", "method": "ωB97M-V/def2-TZVPD", "e_tot_ev": -99181.192, "lumo_energy_ev": 0.124, "species": ["C", "C", "C", "C", "N", "S", "Cl", "Br", "H", "H", "H", "H", "H", "H", "H", "H", "H"], "coordinates": [[1.49553, 0.14519, 0.74997], [-1.81225, -0.76802, -1.72662], [0.36138, -0.03556, 1.70092], [-0.87912, -0.06257, 0.83167], [-2.21422, -0.09849, 1.83431], [-0.84096, -1.49526, -0.33398], [-2.06259, -1.64432, 2.59403], [-3.81152, 0.05894, 0.92639], [1.53589, -0.66697, 0.15375], [2.48820, 0.23159, 1.39674], [1.20191, 1.01445, 0.12440], [-2.76410, -1.14990, -1.69329], [-1.27702, -1.13708, -2.58049], [-1.78639, 0.35523, -1.64900], [0.20821, 0.72542, 2.55757], [0.34467, -0.99458, 2.16167], [-1.07479, 0.80480, 0.27180]], "forces_ev_per_a": [[1.9, 3.3, 3.3], [2.6, 1.2, 0.9], [-2.0, 0.9, 1.0], [-2.6, -1.7, 1.4], [3.2, -0.1, -0.6], [-0.6, 1.3, 0.3], [-0.7, -0.2, 0.5], [-0.5, -0.1, -0.5], [0.5, -2.6, -2.0], [-1.8, 0.3, -1.8], [1.1, -0.2, 0.3], [-2.3, -0.6, 0.0], [0.0, 0.2, -0.7], [-0.1, -1.3, -0.3], [0.5, -0.9, -1.6], [0.6, -0.8, 0.6], [0.0, 1.3, -0.7]]}

=====

No. 4
{"formula": "C22H34IN3O4S", "method": "ωB97M-V/def2-TZVPD", "e_tot_ev": -54946.041, "lumo_energy_ev": -1.661, "species": ["C", "C", "C", "C", "O", "C", "C", "C", "C", "C", "O", "N", "C", "C", "C", "N", "S", "N", "C", "C", "I", "H", "H", "H", "H", "H", "H", "H", "H", "H", "H", "H", "H", "H", "H", "H", "H", "H", "H", "C", "C", "C", "O", "C", "H", "H", "H", "H", "H", "H", "H", "H", "C", "C", "C", "O", "C", "H", "H", "H", "H", "H", "H", "H", "H"], "coordinates": [[-3.60085, -1.85412, 3.48887], [-2.50922, -2.03659, 2.23478], [-3.02068, -1.24889, 0.89115], [-2.93125, -2.11272, -0.49949], [-1.93584, -3.19529, -0.50156], [-0.55736, -2.69438, -0.60425], [-0.05837, -1.33502, -1.37139], [1.53680, -0.89885, -1.34502], [1.89380, 0.53691, -2.12387], [1.52893, 1.76928, -1.05384], [1.75618, 3.06379, -1.35058], [0.88756, 1.35440, 0.25178], [1.86032, 1.34103, 1.41036], [-0.38264, 2.11766, 0.55545], [2.74043, -1.72703, -0.60035], [4.21888, -1.35176, -0.51209], [4.79662, -2.72128, 0.46462], [3.43254, -3.76904, 0.82816], [2.22750, -3.10393, 0.15917], [0.62796, -3.59171, 0.15981], [0.16505, -5.46745, 1.23894], [-3.38696, -0.87637, 4.12694], [-4.69830, -1.82945, 3.05116], [-3.54776, -2.79063, 4.19941], [-1.52117, -1.49075, 2.59316], [-2.36778, -3.18876, 2.08756], [-2.52445, -0.17339, 0.74283], [-4.17889, -1.01708, 1.06446], [-3.99343, -2.64342, -0.62625], [-2.84769, -1.35709, -1.39101], [-0.84118, -0.64843, -1.94702], [1.34449, 0.64865, -3.15116], [3.04967, 0.55762, -2.30396], [2.08647, 0.19114, 1.63649], [2.92288, 1.80166, 1.12793], [1.41565, 1.78570, 2.39737], [-0.98355, 1.50640, 1.38170], [-1.06024, 2.06146, -0.42161], [-0.21308, 3.20954, 0.94269], [-5.91939, 0.96802, -2.91189], [-6.60104, -0.19724, -3.58141], [-5.45052, -1.15616, -3.79691], [-4.51517, -0.92956, -2.73347], [-4.88365, 0.27745, -2.05187], [-6.59780, 1.60214, -2.33558], [-5.42388, 1.59128, -3.66578], [-7.33406, -0.64093, -2.89738], [-7.11521, 0.06753, -4.50880], [-4.93658, -0.95423, -4.74267], [-5.76979, -2.20233, -3.78971], [-5.29983, -0.00274, -1.07806], [-3.99564, 0.89399, -1.88754], [6.96535, 3.28982, 1.94819], [7.00154, 2.13925, 0.97577], [6.04992, 1.15270, 1.61667], [5.07152, 1.92155, 2.32992], [5.51934, 3.28267, 2.39347], [7.27232, 4.24376, 1.51202], [7.62019, 3.07558, 2.80120], [6.60731, 2.46182, 0.00489], [8.00159, 1.72714, 0.81894], [6.56706, 0.51504, 2.34146], [5.55172, 0.51321, 0.88229], [4.89274, 3.87233, 1.71545], [5.39094, 3.66610, 3.40944]], "forces_ev_per_a": [[0.0, -0.3, -0.3], [-0.3, 1.0, 1.0], [-0.8, 0.2, 0.1], [-2.1, 0.9, 0.3], [3.2, 2.7, -0.4], [3.6, -0.6, 1.2], [3.5, -1.5, 1.5], [-2.3, -1.0, -0.1], [0.3, -0.8, 1.8], [0.6, 5.4, -1.0], [-1.4, -8.0, 1.5], [0.4, 1.7, -0.9], [1.5, -1.6, 0.3], [-0.9, -0.5, -0.2], [-1.4, -0.3, 0.1], [-5.4, -4.8, 1.8], [-3.6, 0.5, -1.0], [-2.3, 4.6, -3.3], [1.7, 0.9, -0.2], [0.0, 3.2, -1.8], [0.4, 2.0, -1.1], [-0.6, -2.1, -1.5], [2.2, 0.1, 1.0], [0.0, 1.9, -1.3], [-1.8, -1.6, -0.8], [0.0, 2.4, 0.0], [-0.8, -2.5, 0.5], [2.4, -0.5, -0.6], [2.6, 0.9, 0.1], [0.2, -1.9, 1.6], [2.0, -1.6, 1.4], [0.9, -0.1, 2.2], [-2.2, 0.1, 0.3], [-0.4, 2.4, -0.3], [-2.5, -0.7, 0.8], [0.8, -0.5, -2.1], [1.4, 1.3, -1.7], [1.4, 0.5, 2.1], [-0.3, -1.9, -0.9], [0.1, 0.7, -0.1], [-0.6, -0.3, 0.0], [0.3, -0.3, -0.3], [-0.4, 0.3, -0.2], [0.1, -0.2, 0.3], [0.1, -0.1, 0.0], [-0.1, 0.0, 0.1], [0.0, 0.0, -0.1], [0.1, -0.1, 0.1], [-0.1, 0.0, 0.0], [0.1, 0.1, 0.1], [0.0, 0.1, 0.1], [0.0, -0.1, 0.0], [0.4, 0.3, 0.4], [0.1, -0.1, -0.6], [-0.2, -0.4, 0.2], [0.3, 0.1, -0.1], [-0.4, 0.1, 0.0], [-0.1, -0.1, 0.1], [-0.1, 0.1, -0.1], [0.1, -0.1, 0.1], [-0.1, 0.0, 0.0], [0.1, -0.1, -0.1], [-0.1, 0.1, 0.1], [0.0, 0.1, 0.0], [-0.1, -0.1, -0.1]]}

=====

No. 5
{"formula": "C41H40N2O5Ru", "method": "ωB97M-V/def2-TZVPD", "e_tot_ev": -58964.524, "multiplicity": 5, "lumo_energy_ev": [-1.732, -1.893], "species": ["Ru", "O", "C", "C", "O", "C", "C", "O", "C", "O", "O", "C", "C", "C", "C", "C", "C", "C", "C", "C", "C", "C", "C", "N", "C", "C", "N", "C", "C", "C", "C", "C", "C", "C", "C", "C", "C", "C", "C", "C", "C", "C", "C", "C", "C", "C", "C", "C", "C", "H", "H", "H", "H", "H", "H", "H", "H", "H", "H", "H", "H", "H", "H", "H", "H", "H", "H", "H", "H", "H", "H", "H", "H", "H", "H", "H", "H", "H", "H", "H", "H", "H", "H", "H", "H", "H", "H", "H", "H"], "coordinates": [[0.53823, 0.04705, -0.16139], [1.41609, -5.06380, -3.57557], [1.25260, -4.07631, -2.91975], [2.30944, -2.99062, -2.62692], [3.44918, -2.97928, -3.01986], [1.60335, -2.01104, -1.78971], [0.29297, -2.39354, -1.56255], [-0.46428, -1.60946, -0.82565], [-0.04837, -3.65699, -2.20511], [-1.09146, -4.26501, -2.20766], [2.04932, -0.90334, -1.27622], [-2.77310, -1.91746, 2.50100], [-2.34180, -0.57235, 3.09094], [-3.39799, -0.01199, 4.04308], [-0.98210, -0.70948, 3.75568], [-0.87200, -1.44092, 4.93471], [0.35581, -1.64346, 5.53872], [1.50664, -1.15637, 4.94071], [1.45998, -0.44114, 3.74848], [2.76773, -0.06472, 3.07528], [2.90062, 1.39853, 2.64423], [3.01871, -1.02184, 1.90712], [0.19573, -0.19163, 3.20517], [0.05960, 0.60516, 2.01726], [-0.36364, 1.79877, 2.15303], [-0.79856, 2.55360, 0.92033], [-0.72842, 1.96693, -0.20797], [-1.39956, 2.58160, -1.31960], [-2.79117, 2.44494, -1.37108], [-3.46067, 3.08232, -2.41163], [-2.77368, 3.82372, -3.35602], [-1.39117, 3.89743, -3.30185], [-0.66743, 3.25974, -2.29956], [0.84846, 3.25523, -2.38901], [1.30619, 1.89672, -2.92795], [1.59869, 3.63329, -1.10856], [-3.57762, 1.57981, -0.40026], [-4.74138, 2.33664, 0.23988], [-4.05440, 0.30655, -1.10372], [-1.33000, 3.84939, 1.37281], [-1.84665, 4.94912, 0.74057], [-2.24347, 6.05342, 1.53477], [-2.12768, 6.04993, 2.90213], [-1.59081, 4.92458, 3.57706], [-1.39995, 4.77904, 4.97432], [-0.85511, 3.62902, 5.48802], [-0.46787, 2.54355, 4.66394], [-0.64819, 2.66110, 3.31111], [-1.20261, 3.84880, 2.78105], [-3.74618, -1.82557, 2.01519], [-2.85791, -2.67609, 3.28175], [-2.05691, -2.27257, 1.75857], [-2.25745, 0.12159, 2.25450], [-3.59506, -0.69770, 4.86886], [-4.34007, 0.13677, 3.51256], [-3.09029, 0.94563, 4.46734], [-1.76420, -1.86058, 5.38193], [0.42118, -2.20562, 6.46105], [2.47297, -1.34861, 5.39138], [3.54352, -0.23649, 3.82629], [2.39405, 1.60010, 1.69847], [3.95359, 1.63847, 2.49100], [2.50473, 2.08382, 3.39687], [2.15107, -1.01193, 1.23457], [3.12738, -2.05056, 2.25151], [3.89519, -0.74411, 1.32248], [-4.53702, 2.99012, -2.48289], [-3.31172, 4.32140, -4.15209], [-0.84845, 4.44403, -4.06381], [1.10070, 4.01731, -3.13125], [0.88176, 1.09812, -2.30592], [2.39037, 1.78854, -2.91448], [0.94015, 1.72687, -3.94082], [1.68110, 2.79371, -0.41504], [1.12262, 4.46465, -0.58416], [2.61794, 3.93075, -1.35823], [-2.91560, 1.26115, 0.40456], [-5.49167, 2.61683, -0.50132], [-4.40427, 3.24760, 0.73820], [-5.23599, 1.70592, 0.98057], [-4.71206, 0.54752, -1.94141], [-4.61180, -0.32546, -0.41006], [-3.21364, -0.27285, -1.48796], [-1.96518, 4.98716, -0.33424], [-2.65421, 6.92365, 1.04054], [-2.44731, 6.91263, 3.47359], [-1.68738, 5.58436, 5.63903], [-0.71741, 3.54016, 6.55732], [-0.05166, 1.64959, 5.10931]], "forces_ev_per_a": [[0.0, 0.3, 0.2], [0.0, 0.0, 0.0], [0.0, 0.1, 0.1], [-0.1, 0.0, 0.0], [0.0, 0.0, 0.0], [0.0, -0.1, 0.0], [0.0, 0.2, 0.1], [-0.2, -0.4, -0.2], [0.2, 0.0, -0.1], [-0.1, 0.0, 0.0], [0.0, -0.1, -0.1], [0.0, 0.0, 0.0], [0.0, 0.0, 0.0], [0.0, 0.0, 0.0], [0.0, -0.1, 0.1], [0.0, 0.0, 0.0], [0.0, 0.0, 0.0], [0.0, 0.0, 0.0], [0.0, 0.0, 0.1], [0.0, 0.0, 0.0], [0.0, 0.0, 0.0], [-0.2, 0.1, 0.0], [0.0, 0.0, -0.2], [0.0, 0.1, 0.1], [0.0, 0.0, -0.2], [0.1, -0.1, 0.1], [0.0, 0.1, 0.1], [0.1, -0.1, 0.1], [-0.1, 0.0, -0.1], [0.0, 0.0, 0.0], [0.0, 0.0, 0.0], [0.0, 0.0, 0.0], [-0.1, 0.0, 0.0], [0.0, 0.1, 0.0], [-0.1, 0.0, 0.1], [0.1, 0.0, 0.0], [0.1, 0.0, 0.0], [0.0, 0.0, 0.0], [0.0, 0.0, 0.0], [0.0, -0.1, -0.1], [0.0, 0.0, 0.0], [0.0, 0.0, 0.0], [0.0, 0.0, 0.0], [0.0, 0.0, 0.0], [0.0, 0.0, 0.0], [0.0, 0.0, 0.0], [0.0, 0.0, 0.1], [0.0, -0.1, 0.0], [0.0, 0.1, 0.0], [0.0, 0.0, 0.0], [0.0, 0.0, 0.0], [0.0, 0.0, 0.0], [0.0, 0.0, 0.0], [0.0, 0.0, 0.0], [0.0, 0.0, 0.0], [0.0, 0.0, 0.0], [0.0, 0.0, 0.0], [0.0, 0.0, 0.0], [0.0, 0.0, 0.0], [0.0, 0.0, 0.0], [0.0, 0.0, 0.0], [0.0, 0.0, 0.0], [0.0, 0.0, 0.0], [0.2, -0.1, 0.0], [0.0, 0.0, 0.0], [0.0, 0.0, 0.0], [0.0, 0.0, 0.0], [0.0, 0.0, 0.0], [0.0, 0.0, 0.0], [0.0, 0.0, 0.0], [0.2, 0.0, -0.2], [0.0, 0.0, 0.0], [0.0, 0.0, 0.0], [0.0, 0.0, 0.0], [0.0, 0.0, 0.0], [0.0, 0.0, 0.0], [0.0, 0.0, 0.0], [0.0, 0.0, 0.0], [0.0, 0.0, 0.0], [0.0, 0.0, 0.0], [0.0, 0.0, 0.0], [0.0, 0.0, 0.0], [0.0, 0.0, 0.0], [0.0, 0.0, 0.0], [0.0, 0.0, 0.0], [0.0, 0.0, 0.0], [0.0, 0.0, 0.0], [0.0, 0.0, 0.0], [0.0, 0.0, 0.0]]}

=====

No. 6
{"formula": "C21H27BrN4OReSSbSe4", "method": "ωB97M-V/def2-TZVPD", "e_tot_ev": -381148.051, "total_charge": 1, "multiplicity": 4, "lumo_energy_ev": [-4.486, -5.433], "species": ["Re", "N", "C", "S", "N", "N", "C", "C", "C", "C", "C", "C", "N", "H", "H", "H", "H", "H", "H", "H", "C", "C", "C", "C", "C", "C", "C", "Br", "C", "O", "C", "C", "C", "C", "C", "C", "H", "H", "H", "H", "H", "H", "H", "H", "H", "H", "H", "H", "H", "H", "H", "H", "H", "H", "H", "H", "Se", "Sb", "Se", "Se", "Se"], "coordinates": [[-2.18675, -0.83884, 1.54604], [-2.62289, -5.02735, 2.53813], [-2.59093, -3.78887, 2.03232], [-1.93083, -2.53826, 3.10457], [-3.03620, -3.63083, 0.81143], [-2.95252, -2.33280, 0.39425], [-3.28605, -2.02508, -0.80966], [-3.23852, -0.61434, -1.20072], [-3.53352, -0.20393, -2.48903], [-3.51252, 1.15418, -2.77564], [-3.22417, 2.05704, -1.76618], [-2.93325, 1.57336, -0.50091], [-2.92123, 0.27287, -0.22913], [-2.38935, -5.18592, 3.50217], [-3.07121, -5.76069, 2.01413], [-3.63148, -2.79076, -1.49447], [-3.77841, -0.93362, -3.24803], [-3.73028, 1.50122, -3.77640], [-3.22431, 3.12185, -1.94730], [-2.71891, 2.23572, 0.32854], [5.20121, 1.67102, 1.02063], [3.97168, 2.53232, 0.69866], [4.15746, 3.20390, -0.66877], [3.85076, 3.62518, 1.76028], [2.73815, 1.63161, 0.66312], [1.69229, 1.76586, 1.56969], [0.64043, 0.88490, 1.47261], [-0.83159, 1.03810, 2.69440], [0.55385, -0.13915, 0.53123], [-0.52803, -0.96825, 0.54441], [1.58130, -0.27427, -0.41133], [2.64167, 0.62330, -0.29208], [1.66571, -1.32180, -1.53416], [1.90592, -0.59980, -2.86847], [2.84577, -2.25510, -1.22813], [0.41071, -2.18537, -1.70941], [6.09803, 2.29238, 1.04009], [5.35249, 0.89040, 0.27379], [5.09680, 1.19228, 1.99574], [5.04340, 3.84049, -0.65054], [3.29665, 3.82700, -0.91811], [4.29315, 2.47546, -1.46856], [4.74279, 4.25145, 1.73568], [3.77230, 3.20903, 2.76658], [2.98977, 4.27258, 1.58101], [1.69261, 2.53122, 2.33139], [3.45436, 0.52507, -0.99865], [2.85869, -0.07216, -2.89529], [1.11307, 0.12419, -3.06765], [1.91452, -1.32838, -3.68063], [3.79429, -1.71716, -1.21863], [2.91019, -3.03497, -1.98901], [2.71883, -2.73506, -0.25636], [-0.47122, -1.57840, -1.92111], [0.20518, -2.80472, -0.83860], [0.57750, -2.84578, -2.56255], [-7.22564, 0.98529, 4.77932], [-6.71139, 0.25056, 2.47237], [-7.50063, 1.85681, 0.94784], [-7.81979, -1.84038, 1.76952], [-4.17993, -0.04454, 2.49556]], "forces_ev_per_a": [[0.5, -1.2, -0.9], [-0.1, 0.1, 0.1], [-0.1, -0.4, 0.0], [0.2, 0.3, -0.5], [0.0, 0.2, 0.0], [0.1, 0.0, 0.0], [0.0, 0.1, 0.0], [0.0, -0.1, 0.0], [-0.1, 0.1, 0.0], [0.0, 0.0, 0.0], [0.0, 0.0, 0.0], [0.0, 0.0, 0.0], [0.5, -0.2, -0.2], [0.0, 0.0, 0.0], [0.0, 0.0, 0.0], [0.0, 0.0, 0.0], [0.0, 0.0, 0.0], [0.0, 0.0, 0.0], [0.0, 0.0, 0.0], [0.1, 0.0, 0.0], [0.0, 0.0, 0.0], [0.0, 0.0, 0.0], [0.0, 0.0, 0.0], [0.0, 0.0, 0.0], [0.0, 0.0, 0.0], [0.0, 0.0, 0.0], [-0.1, -0.1, -0.1], [0.4, 0.2, 0.1], [-0.4, -0.1, 0.0], [-0.6, 0.4, 0.4], [0.1, 0.1, 0.0], [0.0, 0.0, 0.0], [-0.1, 0.0, 0.1], [0.0, 0.0, 0.0], [0.0, 0.0, 0.0], [0.0, 0.0, 0.0], [0.0, 0.0, 0.0], [0.0, 0.0, 0.0], [0.0, 0.0, 0.0], [0.0, 0.0, 0.0], [0.0, 0.0, 0.0], [0.0, 0.0, 0.0], [0.0, 0.0, 0.0], [0.0, 0.0, 0.0], [0.0, 0.0, 0.0], [0.0, 0.0, 0.0], [0.0, 0.0, 0.0], [0.0, 0.0, 0.0], [0.0, 0.0, 0.0], [0.0, 0.0, 0.0], [0.0, 0.0, 0.0], [0.0, 0.0, 0.0], [0.0, 0.0, 0.0], [0.0, 0.0, 0.0], [0.0, 0.0, 0.0], [0.0, 0.0, 0.0], [0.1, -0.1, 0.0], [-0.1, -0.1, -0.4], [-0.1, 0.1, -0.1], [0.0, 0.0, 0.0], [-0.6, 0.8, 1.4]]}

=====

The max |F| results, record by record, are as follows: 0.68 5.31 5.02 8.29 0.44 1.70 eV/A.